Formula: C32H48Cl25FNO4PS
Source: the OMol25 dataset
Level of theory: ωB97M-V/def2-TZVPD

Bonds (Å) are listed after each position.
Cartesian coordinates (Å):
1 H -0.9670 -0.0570 -2.4191  C74 1.142
2 Cl 3.6094 0.4278 -5.3022  C88 1.766
3 Cl 5.3732 -2.1758 -3.3089  C43 1.766
4 O 0.5119 5.3123 -1.5950  P9 1.717, H70 0.986
5 H 4.8126 4.1997 2.6064  C13 1.138
6 Cl 0.0973 2.4728 -3.5849  C80 1.768
7 C -5.6492 -2.1842 -2.8832  H20 1.086, Cl29 1.770, H35 1.089, Cl85 1.776
8 H 1.0459 -1.1554 1.5180  C101 1.127
9 P 1.3064 5.0481 -0.0962  O4 1.717, Cl42 2.132, C108 1.885
10 H -2.0217 1.6131 -4.1202  C80 1.084
11 H -1.7758 3.9948 -0.1033  C61 1.138
12 C 4.9802 2.1272 3.5577  C13 1.587, H51 1.148, H55 1.152, H60 1.130
13 C 4.1926 3.4604 3.2091  H5 1.138, C12 1.587, C16 1.617, H76 1.145
14 F 1.9626 4.3405 2.8641  C16 1.429
15 C -7.6456 -3.1673 1.6262  H18 1.088, H21 1.088, Cl27 1.768, Cl40 1.767
16 C 2.7435 3.1870 2.5453  C13 1.617, F14 1.429, C28 1.575, H93 1.145
17 O 4.7399 0.9264 0.4120  S92 1.508
18 H -7.9149 -2.2342 2.1170  C15 1.088
19 C 6.1606 -1.7724 2.2620  Cl39 1.769, H62 1.088, Cl97 1.767, H110 1.089
20 H -6.1728 -3.0989 -2.6195  C7 1.086
21 H -7.6853 -3.9860 2.3419  C15 1.088
22 H 4.9359 -4.2039 -4.4211  C43 1.088
23 H 1.0076 1.0464 -1.8791  C50 1.149
24 Cl 6.9838 3.2059 1.0576  C58 1.766
25 H 0.4398 -7.1259 1.2710  C112 1.089
26 H -2.3118 -1.1024 2.3022  C99 1.132
27 Cl -8.8001 -3.4855 0.3259  C15 1.768
28 C 2.9867 2.8732 1.0207  C16 1.575, H56 1.146, S92 1.886, C108 1.588
29 Cl -6.6178 -0.7984 -2.3580  C7 1.770
30 H 2.3550 3.0668 -1.0615  C108 1.155
31 C -4.8425 2.2579 0.8233  C68 1.518, H87 1.134, C105 1.520
32 H 7.3795 0.9006 0.7836  C58 1.089
33 H 1.5619 -5.8993 1.9106  C112 1.088
34 H 8.1003 1.8677 -0.5273  C58 1.088
35 H -5.5158 -2.1335 -3.9625  C7 1.089
36 H -4.8310 0.3952 2.1769  C105 1.139
37 Cl -0.3779 -4.9245 0.9810  C112 1.774
38 H 0.5898 4.8716 5.0842  C72 1.088
39 Cl 5.5135 -3.3492 2.7339  C19 1.769
40 Cl -5.9986 -3.0315 1.0011  C15 1.767
41 H -1.0824 0.0721 3.1330  C99 1.130
42 Cl 3.1406 6.1215 -0.2678  P9 2.132
43 C 5.4830 -3.2969 -4.6694  Cl3 1.766, H22 1.088, Cl75 1.769, H90 1.088
44 Cl -4.2453 1.1401 -4.3375  C102 1.768
45 Cl 9.4972 1.7576 1.3686  C58 1.768
46 C -0.1267 2.0428 1.3320  H52 1.136, H73 1.149, C96 1.586, C100 1.603
47 H -5.9460 -7.3291 -2.5680  C104 1.088
48 H -4.3829 -6.6095 -3.0270  C104 1.088
49 Cl -2.4247 3.9186 -3.8686  C80 1.767
50 C 1.1157 0.8518 -0.7514  H23 1.149, O71 1.444, C91 1.605, C96 1.582
51 H 5.7399 2.3869 4.3785  C12 1.148
52 H 0.2018 1.1692 1.9795  C46 1.136
53 Cl -3.2859 -5.3622 4.0103  C103 1.768
54 C -1.6215 -2.7039 -0.3993  H69 1.142, C77 1.517, N84 1.405
55 H 5.6287 1.8187 2.6569  C12 1.152
56 H 3.9376 3.4238 0.6960  C28 1.146
57 H -0.8095 5.9709 5.1565  C72 1.088
58 C 7.9334 1.8072 0.5461  Cl24 1.766, H32 1.089, H34 1.088, Cl45 1.768
59 Cl -4.1471 2.9951 -6.5907  C102 1.770
60 H 4.3452 1.2809 3.9535  C12 1.130
61 C -2.4310 3.2000 0.3808  H11 1.138, C68 1.505, C100 1.541
62 H 7.0795 -1.9225 1.6982  C19 1.088
63 H -5.6998 1.2642 -6.1886  C102 1.088
64 H -3.6404 -7.4574 2.9891  C103 1.088
65 H -2.0790 -6.7372 2.5244  C103 1.088
66 Cl 1.8331 -6.2330 -0.4065  C112 1.766
67 Cl -6.1584 -5.8014 -4.3515  C104 1.768
68 C -3.9224 3.2915 0.1983  C31 1.518, C61 1.505, H98 1.140
69 H -2.3009 -3.6217 -0.3701  C54 1.142
70 H 0.5217 4.4430 -2.0604  O4 0.986
71 O 2.4842 0.4321 -0.5635  C50 1.444, S92 1.639
72 C -0.4729 4.9472 5.3064  H38 1.088, H57 1.088, Cl82 1.767, Cl106 1.768
73 H 0.1173 2.9860 1.9414  C46 1.149
74 C -0.8899 -0.7651 -1.5264  H1 1.142, N84 1.405, C91 1.523
75 Cl 4.8000 -2.6035 -6.1465  C43 1.769
76 H 3.9623 3.9810 4.2025  C13 1.145
77 C -0.6614 -2.5480 0.7647  C54 1.517, C101 1.538, H109 1.153
78 Cl -3.8583 -5.9310 1.2071  C103 1.767
79 H -5.9150 2.6337 -5.0710  C102 1.088
80 C -1.4809 2.5155 -4.3798  Cl6 1.768, H10 1.084, Cl49 1.767, H89 1.088
81 Cl -5.5951 -5.2350 -1.5453  C104 1.767
82 Cl -1.3637 3.8851 4.2105  C72 1.767
83 O 3.0660 0.2152 1.9710  S92 1.488
84 N -1.7761 -1.8546 -1.5076  C54 1.405, C74 1.405
85 Cl -4.0508 -2.1781 -2.1089  C7 1.776
86 H 5.4211 1.1063 -3.9567  C88 1.088
87 H -5.9669 2.2837 0.6745  C31 1.134
88 C 4.3654 0.9100 -3.7807  Cl2 1.766, H86 1.088, Cl107 1.769, H111 1.086
89 H -1.3361 2.5623 -5.4574  C80 1.088
90 H 6.5303 -3.5343 -4.8442  C43 1.088
91 C 0.1722 -0.4199 -0.4910  C50 1.605, C74 1.523, C101 1.512
92 S 3.2720 1.0299 0.7431  O17 1.508, C28 1.886, O71 1.639, O83 1.488
93 H 2.3101 2.3291 3.1672  C16 1.145
94 C -2.6583 1.0898 1.8557  C99 1.581, C100 1.527, C105 1.538
95 H -0.1185 2.6658 -0.7774  C96 1.149
96 C 0.6329 2.1865 -0.0527  C46 1.586, C50 1.582, H95 1.149, C108 1.623
97 Cl 6.5132 -0.7738 3.6769  C19 1.767
98 H -4.3480 4.1300 -0.4455  C68 1.140
99 C -2.1421 -0.0885 2.7757  H26 1.132, H41 1.130, C94 1.581, H113 1.149
100 C -1.7227 2.0958 1.1887  C46 1.603, C61 1.541, C94 1.527
101 C 0.2878 -1.3390 0.7043  H8 1.127, C77 1.538, C91 1.512
102 C -5.1870 1.9942 -5.5661  Cl44 1.768, Cl59 1.770, H63 1.088, H79 1.088
103 C -3.1344 -6.5385 2.6996  Cl53 1.768, H64 1.088, H65 1.088, Cl78 1.767
104 C -5.4389 -6.4103 -2.8555  H47 1.088, H48 1.088, Cl67 1.768, Cl81 1.767
105 C -4.1822 1.1792 1.6656  C31 1.520, H36 1.139, C94 1.538
106 Cl -0.7398 4.4968 6.9955  C72 1.768
107 Cl 3.6125 2.3698 -3.1241  C88 1.769
108 C 1.8607 3.2480 -0.0337  P9 1.885, C28 1.588, H30 1.155, C96 1.623
109 H -0.5581 -3.2640 1.6631  C77 1.153
110 H 5.4259 -1.2592 1.6432  C19 1.089
111 H 4.2549 0.1044 -3.0606  C88 1.086
112 C 0.8961 -6.1541 1.0886  H25 1.089, H33 1.088, Cl37 1.774, Cl66 1.766
113 H -2.8034 -0.0718 3.7148  C99 1.149

total charge = 0
energy above the lowest of the compared OMol25 structures with the same formula, charge and spin = 6.437 eV
E = -13947.743119 Ha
multiplicity = 1
HOMO-LUMO gap = 8.488 eV